No. 1
66
Properties=species:S:1:pos:R:3:forces:R:3 method="wB97M-V/def2-TZVPD" homo_ev="-10.58 / -10.60" lumo_ha="-0.1190 / -0.1296" gap_ev="7.35 / 7.07" fmax_ev_per_a=1.7 charge=+1 multiplicity=3 e_tot_ha=-3490.386142
Ni 0.912706 0.351688 -0.579464 0.8754 -0.1934 -0.2444
C -0.244794 3.366188 -3.537264 -0.1656 -0.1308 0.3266
C 0.863406 3.574788 -4.353164 0.1426 -0.1719 0.1585
C 2.027106 2.928388 -4.025564 -0.3700 -0.0005 0.0860
C 2.081106 2.084488 -2.899164 -0.4136 0.2086 0.0346
N 0.991706 1.864788 -2.125064 0.1328 -0.5342 0.3598
C -0.127994 2.515388 -2.456464 -0.4708 0.5083 -0.3834
N 3.308906 1.593388 -2.637764 1.0476 -0.4055 0.1159
C 3.632606 0.712388 -1.759864 -0.2945 0.4721 -0.4479
N 2.823406 -0.002112 -0.913564 -0.9564 0.3013 0.0802
C 3.613506 -0.838612 -0.169864 -0.3772 -0.6136 0.6623
N 3.267106 -1.659212 0.758336 1.1447 0.0794 -0.5949
C 2.063706 -1.751612 1.359236 -0.4973 0.0435 0.2669
C 1.946906 -2.800412 2.290736 -0.2580 0.1530 -0.0889
C 0.839506 -2.875612 3.097836 0.0732 0.1805 -0.1912
C -0.137994 -1.893012 2.963836 0.1326 0.2684 -0.0170
C 0.007906 -0.930312 1.985336 -0.4796 -0.1581 0.6400
N 1.066806 -0.851912 1.176136 0.0829 0.0945 -0.6823
C 5.013406 -0.666212 -0.557564 0.3638 0.5151 -0.6033
C 6.177706 -1.245912 -0.096764 -0.1585 0.0081 -0.0217
C 7.372306 -0.796412 -0.646064 -0.0196 -0.0446 0.0654
C 7.394906 0.203688 -1.610764 -0.1430 0.0789 -0.0620
C 6.218606 0.784088 -2.076264 -0.0922 -0.0129 0.0314
C 5.030506 0.329988 -1.539964 0.3358 -0.6379 0.5726
H -1.178594 3.870988 -3.726564 -0.1038 0.0029 0.0230
H 0.815906 4.241888 -5.200864 -0.0192 0.0103 -0.0667
H 2.934206 3.042688 -4.590564 0.1478 0.0353 -0.0604
H -0.980694 2.373888 -1.806564 0.0581 -0.0397 0.0518
H 2.764706 -3.500812 2.347736 0.0545 0.0044 0.0378
H 0.742206 -3.663012 3.830236 -0.0100 -0.0484 0.0739
H -0.996194 -1.875912 3.612536 -0.1476 0.0618 -0.0055
H -0.758194 -0.177512 1.855936 -0.0536 -0.0596 -0.0785
H 6.150906 -2.012212 0.662536 0.0137 -0.0576 0.0609
H 8.302006 -1.225312 -0.307164 0.1181 -0.0386 0.0225
H 8.341806 0.543588 -2.000364 0.0978 0.0059 -0.0449
H 6.228706 1.568888 -2.815264 0.0042 0.0719 -0.1093
O -1.006894 -0.238212 -0.870064 1.1377 -0.1034 0.8513
S -2.207294 -0.164612 -1.762564 -1.6371 0.1621 -0.3672
C -3.313994 1.209488 -1.121464 0.4714 -0.2809 -0.3137
C -3.239494 1.573188 0.326136 0.0544 -0.1136 0.1259
C -4.419894 1.684488 1.054936 0.0643 0.0768 -0.0823
C -4.402594 2.086688 2.376936 -0.0345 -0.0010 0.0117
C -3.198194 2.366388 2.999036 0.0047 -0.0099 0.0522
C -2.018594 2.267788 2.282336 0.0950 0.0412 -0.0001
C -2.036594 1.888288 0.949736 0.1105 0.0701 0.0020
C -3.229094 -1.658912 -1.344564 0.5041 0.3537 -0.1437
C -3.349394 -2.024112 0.093536 0.0230 0.0182 0.2280
C -4.414394 -1.564212 0.860636 -0.0118 -0.0577 -0.1163
C -4.579794 -1.987012 2.166736 -0.0603 0.0707 -0.0152
C -3.698094 -2.904812 2.711736 0.0492 -0.0404 -0.0244
C -2.636094 -3.367512 1.953136 -0.0218 -0.1742 0.0057
C -2.443694 -2.913112 0.660536 -0.1713 0.0117 -0.0395
H -4.322094 0.905988 -1.398664 -0.0220 -0.0196 -0.1166
H -3.038394 2.065488 -1.742464 -0.0514 -0.1280 -0.0656
H -5.366894 1.490188 0.571936 -0.0867 -0.0686 -0.0495
H -5.331294 2.189888 2.916036 -0.0888 -0.0052 0.0721
H -3.180294 2.675888 4.032336 0.0091 0.0302 0.0984
H -1.077794 2.503688 2.757536 0.0801 0.0292 0.0415
H -1.096894 1.851488 0.403936 -0.2016 0.0683 0.0381
H -2.718994 -2.452112 -1.891664 -0.0326 0.0439 -0.1153
H -4.198294 -1.478912 -1.807864 0.0114 0.0765 -0.1353
H -5.142994 -0.903812 0.414636 -0.0807 0.0703 -0.0168
H -5.414194 -1.625512 2.747536 -0.0936 0.0337 0.0502
H -3.850394 -3.272912 3.715336 -0.0054 -0.0233 0.0824
H -1.965794 -4.110412 2.358636 0.0854 -0.0096 0.0591
H -1.611394 -3.277812 0.077436 0.1037 -0.0776 -0.0847

***

No. 2
65
Properties=species:S:1:pos:R:3:forces:R:3 method="wB97M-V/def2-TZVPD" homo_ev=-2.28 lumo_ha=0.0872 gap_ev=4.66 fmax_ev_per_a=1.5 relative_energy_kj_mol=37.3 charge=-1 e_tot_ha=-3029.151800
Au 0.679337 -1.296198 0.950623 -0.1020 -0.3837 -1.0829
C -1.276485 1.448734 -0.344868 0.0347 0.0384 0.0358
C -1.647090 0.042817 -0.830783 -0.0715 0.2004 -0.3442
P -0.182894 -0.945212 -1.341534 -0.0931 -0.5213 1.4202
C 0.078250 -0.415243 -3.064766 0.0917 0.2340 -0.0966
C 1.101493 0.479982 -3.352780 0.1639 -0.0348 0.0057
C 1.244146 1.003195 -4.631164 -0.0139 -0.0134 -0.0766
C 0.369527 0.622412 -5.637433 0.0131 -0.0121 0.0575
C -0.641052 -0.292584 -5.362954 -0.0022 -0.0188 -0.0121
C -0.787816 -0.808407 -4.085322 -0.0216 0.0665 -0.0579
C -0.866358 -2.618675 -1.603129 -0.0408 0.0631 -0.1473
C -0.054540 -3.567208 -2.223929 0.0077 -0.0005 -0.0268
C -0.504569 -4.860658 -2.418945 -0.0188 -0.0231 -0.0036
C -1.772668 -5.229728 -1.985932 -0.0006 0.0074 -0.0034
C -2.581212 -4.296711 -1.358486 0.0383 0.0063 -0.0161
C -2.130993 -2.996160 -1.170633 -0.0329 -0.0241 0.0108
P 0.134274 1.432348 0.859477 0.3816 0.5259 0.1153
C 1.546536 1.919725 -0.231470 -0.0803 0.1782 0.0861
C 1.448225 2.987046 -1.124260 0.0200 0.0371 0.0092
C 2.527807 3.370989 -1.903655 0.0161 -0.0499 0.0287
C 3.737924 2.696050 -1.785796 -0.0316 -0.0010 0.0056
C 3.860380 1.660856 -0.869990 0.0244 -0.0090 -0.0102
C 2.772370 1.278944 -0.092899 0.0387 -0.0820 -0.0340
C -0.040978 3.087330 1.680120 -0.4217 -0.2526 0.1875
C 1.082991 3.796820 2.102086 0.1320 0.0535 -0.0896
C 0.962796 4.918514 2.907681 0.0171 0.0112 0.0049
C -0.285210 5.354615 3.329442 -0.0171 -0.0072 -0.0191
C -1.413440 4.649215 2.939049 0.0567 -0.0299 -0.0308
C -1.287334 3.525028 2.134974 -0.0438 0.0806 -0.0611
H -2.148968 1.857160 0.164366 0.0270 0.0763 0.0195
H -1.046512 2.119215 -1.175794 -0.0622 -0.0838 -0.0623
H -2.386749 0.129548 -1.634339 0.0104 -0.1620 0.0263
H -2.079086 -0.513209 0.001895 0.0128 0.0560 0.0101
H 1.801483 0.761053 -2.574799 -0.0541 -0.0118 -0.0425
H 2.042181 1.706078 -4.835732 0.0040 -0.0012 0.0029
H 0.476588 1.028898 -6.635178 0.0053 -0.0022 -0.0118
H -1.318096 -0.606401 -6.147655 -0.0023 0.0083 -0.0125
H -1.576555 -1.522524 -3.880778 -0.0031 0.0083 0.0183
H 0.942569 -3.292479 -2.549777 0.0025 0.0131 0.0054
H 0.137765 -5.587100 -2.900114 0.0129 -0.0087 0.0073
H -2.122185 -6.244217 -2.127016 0.0030 -0.0178 -0.0026
H -3.563067 -4.577971 -1.001221 -0.0126 -0.0065 0.0131
H -2.766723 -2.289721 -0.656927 -0.0326 -0.0418 -0.0107
H 0.518714 3.539342 -1.201217 -0.0054 -0.0116 -0.0216
H 2.425996 4.192641 -2.601853 0.0055 0.0132 0.0004
H 4.582433 2.982305 -2.400236 0.0152 0.0099 0.0085
H 4.804103 1.142239 -0.758658 0.0074 -0.0030 -0.0021
H 2.870756 0.465321 0.617842 -0.0313 -0.0233 -0.0294
H 2.071473 3.475285 1.793551 -0.0313 -0.0053 0.0092
H 1.854956 5.451035 3.213203 0.0059 0.0042 0.0046
H -0.376605 6.228230 3.961489 0.0054 0.0132 0.0122
H -2.395555 4.963089 3.269563 -0.0094 0.0074 0.0010
H -2.185552 2.984661 1.865475 -0.0094 -0.0441 0.0329
Cl 2.460401 -3.567091 4.828216 -0.0850 0.0443 -0.0252
C 0.740604 -3.204612 4.778594 0.0279 -0.0393 -0.0283
C 0.011648 -3.481432 5.900891 -0.0362 -0.0359 0.0831
C -1.366019 -3.236960 5.950172 0.0958 0.0031 -0.0351
C -1.951478 -2.716719 4.805481 -0.1040 0.0058 -0.0376
C -1.211368 -2.436923 3.676662 -0.0137 0.0603 -0.0169
Cl -2.148141 -1.809522 2.306190 0.0244 -0.0187 0.0861
C 0.225813 -2.622587 3.537629 -0.0101 -0.0522 0.1428
N 1.038388 -2.395002 2.556468 0.2139 0.2088 -0.0365
H 0.528612 -3.897758 6.757697 -0.0106 0.0021 0.0070
H -1.946705 -3.443856 6.837464 -0.0155 -0.0201 0.0141
H -3.018535 -2.527849 4.775722 0.0054 0.0159 0.0151

***

No. 3
69
Properties=species:S:1:pos:R:3:forces:R:3 method="wB97M-V/def2-TZVPD" homo_ev=-8.53 lumo_ha=-0.1197 gap_ev=5.27 fmax_ev_per_a=0.8 relative_energy_kj_mol=279.1 charge=+1 e_tot_ha=-2138.155409
Ba 1.796551 -2.164578 0.053744 0.4990 -0.3809 0.4467
N 2.545835 2.158671 0.497989 0.0330 -0.0504 -0.0112
C 2.144384 1.119924 -0.220356 -0.0996 0.0449 0.0466
S 3.247357 0.192172 -1.110798 -0.0835 0.2223 -0.1621
N 0.782930 0.895943 -0.175329 -0.0813 0.0437 -0.1295
N 0.271536 -0.187469 -0.841470 -0.0790 0.0309 0.0922
C -0.968339 -0.512864 -0.833476 0.0086 -0.0182 -0.1656
C -2.150327 0.173345 -0.236453 -0.0139 0.0944 -0.0389
C -2.519304 -0.084006 1.078849 -0.0354 -0.0114 -0.0069
C -3.682715 0.476611 1.586724 0.0241 -0.0429 0.0215
C -4.484227 1.276200 0.784949 -0.0049 0.0197 -0.0156
C -4.115041 1.534187 -0.527650 0.0071 0.0036 0.0127
C -2.949175 0.986101 -1.039278 -0.0120 -0.0081 0.0412
C -1.277498 -1.802044 -1.565832 -0.1131 0.1128 -0.0013
C -2.464015 -1.940833 -2.273933 0.0017 -0.0441 -0.0134
C -2.702617 -3.119088 -2.962998 -0.0098 0.0197 -0.0050
C -1.773615 -4.141923 -2.897131 0.0157 -0.0559 0.0428
C -0.639140 -3.941236 -2.131549 -0.0444 0.0505 -0.0763
N -0.385674 -2.800477 -1.490082 0.0034 0.1544 -0.0156
H 3.537818 2.318936 0.545495 0.0156 -0.0016 -0.0100
H 1.956549 2.515788 1.243544 -0.0314 0.0349 0.0223
H -1.891733 -0.701497 1.710843 0.0031 0.0016 0.0017
H -3.962647 0.282655 2.613652 -0.0036 0.0025 0.0036
H -5.392265 1.706488 1.185577 -0.0039 -0.0017 0.0000
H -4.727609 2.171566 -1.151438 -0.0023 0.0007 0.0013
H -2.651204 1.203055 -2.057925 0.0111 -0.0026 -0.0120
H -3.189470 -1.142810 -2.291564 0.0074 0.0234 0.0179
H -3.610248 -3.235495 -3.539587 -0.0047 0.0000 0.0006
H -1.925078 -5.080573 -3.410172 -0.0062 -0.0013 -0.0012
H 0.099985 -4.728436 -2.031289 0.0159 0.0109 0.0153
C 4.848570 -3.383010 0.258243 0.0821 -0.0432 0.0741
C 4.878686 -2.715971 -0.959375 0.0739 0.0532 -0.0846
C 4.128603 -3.187400 -2.032519 -0.0374 0.0010 -0.0416
C 3.351238 -4.331560 -1.887801 -0.0530 0.0356 0.0049
C 3.323661 -5.003648 -0.668598 -0.0949 0.0064 0.0343
C 4.074103 -4.528983 0.403722 -0.0875 -0.0727 0.0620
H 5.439369 -3.018431 1.088904 -0.0014 -0.0010 0.0015
H 5.486429 -1.828566 -1.072268 -0.0008 -0.0025 -0.0043
H 4.141110 -2.656936 -2.975712 0.0394 -0.0149 -0.0079
H 2.762075 -4.691335 -2.722061 0.0515 -0.0426 -0.0176
H 2.715771 -5.892293 -0.551441 0.0584 -0.0411 -0.0159
H 4.058290 -5.055090 1.350080 0.0167 -0.0148 -0.0111
O -2.792849 6.247955 -2.938113 -0.0254 0.0415 0.0164
C -2.853632 6.011758 -1.609974 -0.0655 -0.0584 0.0144
O -3.549715 6.693256 -0.913856 0.0233 0.0356 -0.0049
C -2.050659 4.868724 -1.071431 0.0086 0.0098 0.0295
C -2.284584 4.500533 0.251127 0.0087 0.0028 -0.0327
C -1.606178 3.452415 0.837334 -0.0199 0.0040 -0.0082
C -0.658328 2.738186 0.100659 0.0510 -0.0108 -0.0344
C -0.399305 3.111592 -1.219437 -0.0218 0.0094 -0.0124
C -1.092320 4.164222 -1.791231 0.0209 -0.0104 -0.0049
N -0.007480 1.634545 0.666143 -0.0425 0.0349 0.0676
C 0.179166 1.502962 2.083724 0.0513 -0.0761 -0.0434
C 0.817036 0.496495 2.763208 -0.0307 0.1674 -0.0490
C 0.860617 0.617164 4.211558 0.0004 -0.0394 0.0273
C 1.571430 -0.240912 4.968288 -0.0442 0.0504 -0.0078
C 2.312425 -1.284972 4.337897 0.0358 -0.0116 -0.0492
C 2.198111 -1.379184 2.989920 0.0713 0.0471 0.2679
N 1.451062 -0.585747 2.176063 0.0011 -0.2655 -0.2075
H -2.270333 5.577089 -3.387418 0.0507 -0.0272 -0.0286
H -3.027316 5.051118 0.812315 -0.0048 0.0083 -0.0062
H -1.857357 3.163185 1.845937 0.0237 -0.0200 0.0218
H 0.344934 2.587716 -1.804570 -0.0078 0.0110 -0.0035
H -0.833356 4.430545 -2.809982 -0.0094 0.0103 -0.0039
H -0.215793 2.335948 2.635827 -0.0195 0.0011 0.0354
H 0.304803 1.426326 4.667169 -0.0054 0.0032 0.0051
H 1.584890 -0.131985 6.044772 0.0153 -0.0063 0.0035
H 2.940462 -1.962386 4.895594 -0.0012 -0.0086 0.0003
H 2.805365 -2.161636 2.514241 -0.1278 -0.0175 -0.0883

***

No. 4
75
Properties=species:S:1:pos:R:3:forces:R:3 method="wB97M-V/def2-TZVPD" homo_ev=-3.89 lumo_ha=0.0377 gap_ev=4.92 fmax_ev_per_a=0.6 relative_energy_kj_mol=318.4 charge=-1 e_tot_ha=-2650.340324
Rb -1.335216 2.547248 -0.882152 -0.5551 -0.1188 -0.2759
O 4.724256 5.481908 -0.299282 -0.1054 0.0128 -0.0102
C 5.335338 4.360882 -0.001551 -0.0494 -0.0077 0.2519
O 6.480550 4.326654 0.394412 0.0310 -0.0157 -0.1047
C 4.539513 3.103424 -0.161760 0.0058 -0.0236 -0.0879
C 5.075148 1.839467 -0.217087 0.0267 -0.0008 0.0036
Cl 6.699527 1.371640 0.006810 -0.0065 -0.0060 -0.0057
N 4.055375 0.953132 -0.405508 -0.0188 -0.0123 0.0083
N 2.863778 1.601275 -0.413840 -0.0017 0.0052 -0.0014
C 3.135155 2.881619 -0.286929 0.0375 0.0255 -0.0087
C 2.002106 3.899662 -0.322355 -0.0001 0.0175 0.1033
O 2.308683 5.016365 -0.815902 0.0856 0.0450 0.0936
O 0.900681 3.544004 0.113752 0.3368 -0.0021 0.0873
C 4.056424 -0.451852 -0.575987 -0.0046 0.0268 0.0217
C 2.824721 -1.155823 -0.093664 0.0213 -0.0058 -0.0333
C 2.945833 -2.718318 -0.080705 -0.0220 0.0041 0.0160
C 4.262630 -3.312051 -0.443620 0.0101 -0.0014 -0.0120
C 5.217427 -2.563668 -0.991420 0.0025 0.0037 0.0027
C 5.107110 -1.107539 -1.080068 -0.0106 -0.0040 0.0059
H 3.734241 5.321131 -0.552370 0.0389 0.0335 -0.1433
H 2.506803 -0.718204 0.853475 -0.0096 -0.0079 0.0009
H 2.548512 -3.144435 0.842193 0.0126 -0.0030 0.0024
H 4.401467 -4.379274 -0.311955 -0.0045 -0.0014 -0.0020
H 6.145759 -3.012962 -1.322016 0.0001 -0.0023 0.0005
H 5.952493 -0.562227 -1.466429 0.0095 -0.0011 -0.0029
O -6.621064 -1.677360 3.558829 0.0000 0.0019 0.0420
N -5.486221 -1.942271 3.904740 0.0148 -0.0116 -0.0376
O -5.206219 -2.759898 4.761447 -0.0058 0.0050 0.0033
C -4.376577 -1.213176 3.264247 -0.0285 -0.0181 0.0406
C -3.288517 -1.013926 4.035635 0.0188 0.0243 -0.0137
C -2.179968 -0.263539 3.539315 -0.0222 -0.0349 0.0066
C -1.039862 0.010981 4.316496 0.0189 0.0085 -0.0044
C -0.028342 0.756715 3.774037 -0.0154 -0.0083 0.0037
C -0.174518 1.234278 2.458348 0.0296 -0.0089 -0.0094
N -1.230114 0.985080 1.716968 0.0323 0.0416 0.0137
C -2.220564 0.237743 2.231518 -0.0044 0.0126 0.0168
C -3.370328 -0.049764 1.385278 0.0347 0.0091 -0.0312
N -3.299005 0.377049 0.114094 0.0022 0.0237 0.0492
C -4.335736 0.203344 -0.670749 0.0010 0.0087 -0.0145
C -5.489625 -0.477836 -0.251291 0.0115 0.0014 0.0066
C -5.560152 -0.966207 1.025445 -0.0106 -0.0114 -0.0087
C -4.479440 -0.746041 1.903878 0.0117 0.0017 -0.0009
H -3.268767 -1.408179 5.042133 -0.0026 -0.0019 0.0013
H -0.981342 -0.366033 5.330904 0.0021 -0.0016 0.0007
H 0.863921 0.993518 4.337205 0.0013 -0.0016 0.0003
H 0.593388 1.846971 1.992260 -0.0012 0.0005 -0.0084
H -4.262252 0.657246 -1.653334 0.0127 -0.0057 0.0054
H -6.316979 -0.602191 -0.936026 0.0017 0.0014 -0.0011
H -6.439807 -1.489879 1.363664 0.0128 0.0079 -0.0081
O -0.759681 1.038368 -3.476940 0.0675 0.0641 0.0660
C -0.779741 -0.372365 -3.302980 0.0030 -0.0170 -0.0208
C 0.606661 -0.994857 -3.407507 -0.0129 -0.0074 0.0022
C 1.625299 -0.497313 -2.375150 0.0189 0.0113 -0.0160
C 1.598700 -1.278147 -1.070799 -0.0312 0.0017 0.0368
C 1.892031 -2.801377 -1.222860 0.0262 -0.0023 -0.0059
C 0.739159 -3.720588 -1.017343 -0.0022 -0.0017 0.0061
C -0.362780 -3.258620 -0.436819 -0.0094 0.0016 -0.0033
C -0.452005 -1.835731 -0.053539 0.0098 -0.0042 -0.0023
N 0.391311 -0.930499 -0.330824 0.0067 -0.0003 -0.0111
H -0.262919 1.248905 -4.273722 -0.0339 0.0009 -0.0219
H -1.444368 -0.833680 -4.043135 0.0037 -0.0018 0.0017
H -1.215043 -0.535643 -2.318636 0.0020 0.0025 0.0041
H 0.988621 -0.789200 -4.414524 -0.0053 0.0147 -0.0004
H 0.495912 -2.083254 -3.352454 0.0124 -0.0025 -0.0001
H 1.462698 0.557822 -2.155850 0.0001 -0.0023 0.0029
H 2.632635 -0.584644 -2.793282 -0.0023 -0.0133 0.0039
H 2.397264 -3.004614 -2.170508 -0.0122 -0.0078 -0.0013
H 0.821290 -4.757767 -1.325042 0.0045 -0.0021 0.0042
H -1.219908 -3.891152 -0.243262 0.0006 -0.0005 0.0020
H -1.342847 -1.521578 0.484564 -0.0224 0.0061 0.0112
C -5.210354 3.081588 -0.947851 -0.0525 0.1190 -0.0374
O -3.923148 3.057354 -1.362640 0.0532 -0.1644 0.0163
H -5.734633 4.051293 -1.115558 0.0176 -0.0003 0.0059
H -5.352513 2.875675 0.145848 0.0040 -0.0079 0.0011
H -5.881867 2.331317 -1.450269 0.0081 0.0095 -0.0065